No. 1
14
Properties=species:S:1:pos:R:3:mulliken_charge:R:1 method="wB97M-V/def2-TZVPD" gap_ev=8.171 lumo_energy_ev=-0.738 total_energy_ev=-28995.3460 e_above_lowest_kcal_mol=106.31 homo_energy_ev=-8.909
S -2.33936 -0.02266 0.12887 -0.181
S 1.38728 -1.43654 0.08782 -0.123
O 0.50369 1.92718 -1.38350 -0.450
C 0.54338 0.42132 0.41521 0.947
C -0.11860 -1.51961 -0.89425 -0.488
C 1.15230 1.53730 -0.41630 -0.187
C -0.72351 -0.11608 -0.22752 -0.416
C 0.49715 0.80148 1.80981 -0.894
H -0.84302 -2.37169 -0.91117 0.395
H 0.34246 -1.16277 -1.95998 0.247
H -0.78649 1.14263 2.02490 0.256
H 1.30694 1.73127 2.05722 0.313
H 2.17172 2.10077 -0.23830 0.334
H 0.90784 -0.25704 2.50661 0.246

No. 2
9
Properties=species:S:1:pos:R:3:mulliken_charge:R:1 method="wB97M-V/def2-TZVPD" gap_ev=11.153 lumo_energy_ev=0.388 total_energy_ev=-19551.8155 e_above_lowest_kcal_mol=34.57 homo_energy_ev=-10.766
S -1.52037 0.06461 -0.53737 0.702
O -2.35549 -1.04826 -0.14250 -0.436
O 0.02165 -0.40897 0.09881 -0.360
O -1.80554 1.39268 0.39491 -0.451
N 2.36348 -0.47928 -0.09234 -0.542
C 1.20865 -0.17967 -0.45382 0.110
H 1.25328 0.28898 -1.35751 0.366
H 2.34915 -1.01951 0.76732 0.261
H -1.51481 1.38942 1.32250 0.351

No. 3
45
Properties=species:S:1:pos:R:3:mulliken_charge:R:1 method="wB97M-V/def2-TZVPD" gap_ev=6.946 lumo_energy_ev=2.755 total_charge=-1 total_energy_ev=-75929.0693 homo_energy_ev=-4.191
I 1.54215 2.20767 -3.34834 -0.108
S 0.05129 1.21686 -0.78910 1.155
F -1.82612 2.77552 0.22618 -0.317
F 1.12670 -6.20993 3.19398 -0.245
F 1.50779 3.85823 0.08272 -0.241
F -1.70024 6.86913 1.58024 -0.277
F -1.99290 4.82326 2.19512 -0.238
F 0.26265 3.23949 1.78550 -0.301
F -0.83048 3.65854 -1.50972 -0.307
F 2.06245 -4.76673 4.50597 -0.256
F -2.48663 5.43923 0.18155 -0.228
F 3.15146 -5.55022 2.80219 -0.266
F 0.63348 5.80277 1.70183 -0.310
F 0.05947 5.97784 -0.40973 -0.267
O 0.55787 -4.21072 1.50652 -0.501
O -0.93236 0.34162 -0.16676 -0.660
O 1.36348 1.18132 -0.16562 -0.654
O -2.06226 -0.78938 -4.04749 -0.577
O 2.04881 -2.90794 2.60684 -0.319
N -0.37346 -3.06136 -1.61544 -0.321
C 0.25208 3.79663 0.55218 0.761
C -1.15528 -2.64532 -2.78096 -1.104
C -0.63260 2.93696 -0.38435 0.341
C 0.43827 -1.07360 2.34410 -0.597
C -0.00548 -0.38505 -2.86564 -1.096
C 1.94124 -5.15598 3.23097 0.881
C 1.68918 -1.72941 1.82217 -0.111
C -1.62782 5.59729 1.17788 0.656
C -0.09544 1.11366 -2.47157 -0.705
C -0.17311 5.29450 0.72438 0.513
C 1.40618 -4.01933 2.32957 0.313
C -1.33954 -1.12232 -2.84738 0.639
H 0.70339 -0.94596 -2.24558 0.482
H 0.27184 -0.18108 1.74858 -0.019
H 1.57988 -2.01845 0.77766 0.258
H 2.54889 -1.07087 1.90911 0.311
H -0.14919 -4.04682 -1.65889 0.213
H -2.15882 -3.10650 -2.78902 0.420
H -0.42640 -1.72700 2.22553 0.253
H -2.70907 -1.48798 -4.20504 0.328
H 0.53376 -0.81464 3.40056 0.356
H -0.86096 -2.87839 -0.74687 0.115
H -0.62215 -2.96932 -3.68450 0.373
H -1.93926 -0.81816 -1.98547 0.102
H 0.36725 -0.43808 -3.89388 0.555

No. 4
88
Properties=species:S:1:pos:R:3:mulliken_charge:R:1 method="wB97M-V/def2-TZVPD" gap_ev="5.411 / 4.626" lumo_energy_ev="-9.576 / -10.354" s2=0.7596 total_charge=+3 total_energy_ev=-227211.7014 e_above_lowest_kcal_mol=20.40 multiplicity=2 homo_energy_ev="-14.986 / -14.980"
Ir -1.31060 -0.17966 0.18672 2.019
As 0.18826 0.35984 -1.89888 1.319
As 2.41648 0.53692 0.86061 0.846
Cl -3.49099 2.24769 6.93303 -0.158
Cl -5.23942 1.90382 1.85433 -0.188
S -2.93100 -0.66892 -1.73164 0.117
S -0.64326 -2.62203 -0.07151 0.282
S -3.42741 -1.45073 1.47285 0.156
O -0.06407 0.20333 2.04926 -0.594
O -2.46488 1.29785 1.27296 -0.577
C 5.29186 1.53346 3.71544 -0.750
C 2.82799 -1.34042 1.12788 0.954
C 5.74451 2.77297 3.27015 -0.456
C 2.62213 -3.31294 2.49613 -0.765
C -4.82552 -1.28313 0.31756 -1.052
C -1.26696 0.29429 -4.40177 -0.420
C -2.81757 -2.47886 -1.96469 -1.006
C 3.72090 1.48317 1.90653 0.549
C -0.88246 -1.25262 -6.20104 -0.654
C -0.56683 3.04499 -1.18382 -0.282
C -0.29618 -0.35325 -3.63891 0.479
C -0.10939 5.01140 -2.48326 -0.607
C -4.22131 1.98292 4.34378 -0.436
C 4.10654 -3.30042 0.60110 -0.851
C -2.68063 1.39897 2.53072 -0.700
C -3.97867 1.75312 3.01401 0.641
C 2.14459 0.08800 -2.00331 -1.172
C 5.18118 3.37283 2.14685 -0.733
C 2.93438 0.92258 -1.00343 -1.626
C -1.47549 -3.10010 -1.62132 -0.861
C 0.06503 -1.91840 -5.43339 -0.778
C 3.74521 -1.99356 0.30834 -0.457
C -0.64452 4.42009 -1.34773 -0.832
C 0.04933 2.26598 -2.16016 0.364
C -1.69291 1.14934 3.53614 0.862
C 2.25295 -2.00834 2.20676 -0.276
C -3.03388 -3.23209 1.33453 -0.935
C -3.19028 1.86379 5.29373 0.007
C -1.54700 -3.47739 1.25686 -0.914
C -1.95637 1.42220 4.89257 -1.135
C 4.26022 0.89462 3.05500 -0.443
C 0.35576 -1.47469 -4.15272 -0.653
C 4.14585 2.74614 1.48055 -0.408
C -4.53595 -0.44108 -0.90893 -0.686
C 0.50813 4.23388 -3.45678 -0.752
C 3.55203 -3.95799 1.69063 -0.689
C 0.58642 2.86023 -3.30140 -0.409
C -0.45677 0.56194 3.18646 -0.130
C -1.55057 -0.14990 -5.68341 -0.873
H -1.77936 1.16104 -4.00112 0.531
H 5.74585 1.06966 4.58027 0.436
H -3.42254 -3.71452 2.23259 0.607
H -1.56863 -4.18745 -1.60090 0.732
H 4.83994 -3.80091 -0.01666 0.477
H -1.18511 1.27114 5.63805 0.551
H 0.91861 4.70007 -4.34208 0.466
H 2.41286 0.36433 -3.02457 0.674
H 6.52264 3.28944 3.81593 0.425
H -1.34057 -4.54306 1.14198 0.659
H 5.53716 4.33329 1.80117 0.436
H -3.56419 -3.64476 0.48128 0.449
H -5.21208 2.26841 4.67285 0.518
H -0.99106 2.57013 -0.30388 0.116
H 1.10929 -1.99455 -3.57026 0.341
H -2.28160 0.37324 -6.28479 0.493
H 2.76382 1.98484 -1.18502 0.671
H -1.05210 -3.12863 2.16499 0.346
H 1.04639 2.25042 -4.07150 0.417
H -0.74316 -2.83586 -2.38348 0.050
H 1.51554 -1.49629 2.81344 0.371
H 2.18328 -3.82091 3.34464 0.519
H 2.34763 -0.97669 -1.87676 0.567
H -4.52488 0.62187 -0.66002 0.256
H -5.30344 -0.61673 -1.66520 0.628
H 3.90663 -0.06951 3.39812 0.383
H 0.59094 -2.77179 -5.83978 0.497
H -1.12453 5.03000 -0.59456 0.499
H 3.83939 -4.97664 1.91314 0.460
H -3.63876 -2.92611 -1.41361 0.524
H -2.99952 -2.64909 -3.02727 0.729
H -0.18452 6.08174 -2.61853 0.438
H -5.16354 -2.28792 0.07077 0.573
H 4.21323 -1.49496 -0.53100 0.399
H 4.00608 0.73252 -1.08794 0.641
H -1.09555 -1.59178 -7.20565 0.452
H 3.68083 3.22708 0.62849 0.391
H 0.21498 0.36203 4.03229 0.355
H -5.61884 -0.79289 0.88119 0.584